{"formula": "CH2ClFP2", "method": "wB97M-V/def2-TZVPD", "species": ["C", "F", "P", "P", "Cl", "H", "H"], "xyz": [[0.463, 0.201, 0.290], [-2.050, 0.730, 0.594], [-0.218, -1.445, -0.226], [-1.094, 0.490, -0.757], [2.109, 0.649, -0.288], [0.127, 0.899, 1.688], [0.662, -1.524, -1.301]], "e_above_lowest_kcal_mol": 47.6, "orbital_gap_ev": 9.6, "e_tot_ha": -1281.982037}


{"formula": "C2H4N4", "method": "wB97M-V/def2-TZVPD", "species": ["C", "N", "N", "C", "N", "N", "H", "H", "H", "H"], "xyz": [[-1.717, 0.441, 0.823], [-0.627, 0.753, 0.258], [0.533, 0.710, 0.964], [1.516, 0.094, 0.420], [1.480, -0.484, -0.867], [0.395, -1.039, -1.122], [-1.794, 0.075, 1.847], [0.398, -1.254, -2.129], [-2.616, 0.526, 0.217], [2.499, 0.169, 0.878]], "e_above_lowest_kcal_mol": 84.2, "orbital_gap_ev": 8.9, "smiles": "[H]/N=N/C=N\\N=C", "e_tot_ha": -297.510183}